{"formula": "C4H14N3", "method": "the ωB97M-V functional and the def2-TZVPD basis", "de_lowest_kj_mol": 267.3, "homo_ha": -0.443, "total_energy_ha": -324.7630, "total_charge": 1, "species": ["N", "C", "C", "N", "C", "C", "N", "H", "H", "H", "H", "H", "H", "H", "H", "H", "H", "H", "H", "H", "H"], "xyz": [[0.58233, -1.40120, 1.76824], [-0.68030, -0.75432, 2.14275], [-1.36667, -0.38285, 0.74698], [-0.60063, 0.56659, 0.05144], [0.72949, 0.20197, -0.38880], [1.27656, 0.79930, -1.66865], [-0.02498, 1.04345, -2.48059], [1.31208, -1.31501, 2.43932], [0.36084, -2.46098, 1.69929], [-1.34442, -1.48384, 2.55027], [-0.72697, 0.18564, 2.70233], [-2.27042, -0.01084, 1.16054], [-1.54181, -1.29309, 0.14989], [-0.38592, 1.35936, 0.76157], [1.43822, 0.27126, 0.47552], [0.64743, -0.89553, -0.69688], [1.91085, 1.71105, -1.48780], [1.96998, 0.06368, -2.27589], [-0.69859, 0.58869, -1.84315], [0.07579, 0.60633, -3.44430], [-0.19857, 2.02687, -2.55802]], "forces_ev_per_angstrom": [[-0.8, -2.4, 0.3], [-0.7, -0.5, -3.0], [0.7, -2.3, 2.8], [1.3, 4.4, 0.1], [1.3, -3.6, 0.8], [1.1, 0.4, -1.1], [2.5, -1.2, -1.5], [0.5, 0.0, 0.8], [0.8, 2.4, 0.2], [-0.6, -0.2, 1.0], [0.9, -0.4, 0.3], [-1.3, 0.8, -0.8], [0.0, 0.4, 0.2], [-1.1, -1.3, -1.7], [-0.2, -0.2, -1.3], [0.3, 1.1, 1.0], [-1.2, -0.5, -0.6], [-1.6, 1.4, 1.4], [-0.9, 0.4, -0.1], [-0.5, 0.8, 1.5], [-0.5, 0.6, -0.1]], "mulliken_charge": [-0.508, -0.782, -0.697, -0.343, -0.455, -0.567, -0.243, 0.204, 0.251, 0.375, 0.443, 0.369, 0.343, 0.270, 0.393, 0.336, 0.302, 0.294, 0.299, 0.375, 0.341]}